Entry 1:
A cluster of 2 separate species, C8H11O2P in total in a non-equilibrium geometry, computed with ωB97M-V/def2-TZVPD.

CARTESIAN COORDINATES (ANGSTROEM)
C  1.34  0.92  1.74
C  0.40  0.40  1.27
C  -0.67  -0.05  0.44
C  -1.05  -1.32  0.38
C  -1.07  0.95  -0.58
C  -2.30  1.44  -0.83
C  -3.49  1.02  -0.03
H  1.89  1.56  2.41
H  -1.86  -1.60  -0.32
H  -0.76  -1.96  1.08
H  -0.14  1.32  -0.97
H  -2.56  2.16  -1.59
H  -4.30  0.60  -0.53
H  -3.76  2.15  0.52
H  -3.05  0.35  0.76
C  3.26  -1.90  -0.42
O  3.53  -0.62  0.15
P  2.87  0.80  -0.27
O  1.93  0.46  -1.39
H  2.79  -2.49  0.30
H  4.23  -2.40  -0.69
H  2.77  -1.78  -1.41

Properties
HOMO-LUMO gap (eV): 8.76
Highest occupied orbital energy (eV): -8.905

=====

Entry 2:
An isolated molecule of C8H11O2PS in a non-equilibrium geometry, computed with ωB97M-V/def2-TZVPD.

CARTESIAN COORDINATES (ANGSTROEM)
C  1.49  -2.49  2.12
O  0.33  -1.98  1.57
C  0.35  -0.70  1.24
C  0.76  0.38  1.90
C  0.64  1.70  1.31
C  -0.01  1.92  0.09
C  -0.56  0.93  -0.68
O  -1.26  1.12  -1.85
C  -1.12  2.35  -2.58
C  -0.45  -0.37  -0.24
P  -1.01  -1.79  -1.09
S  0.39  -2.70  -2.05
H  1.23  -3.54  2.48
H  2.08  -1.89  2.78
H  2.22  -2.68  1.38
H  1.22  0.16  2.88
H  1.02  2.60  1.83
H  -0.10  2.90  -0.36
H  -1.18  3.27  -2.10
H  -1.96  2.06  -3.30
H  -0.21  2.54  -3.24
H  -1.93  -1.32  -1.99
H  -1.94  -2.45  -0.10

Properties
HOMO-LUMO gap (eV): 8.55
Highest occupied orbital energy (eV): -8.219

=====

Entry 3:
An isolated molecule of C8H11O4 in a non-equilibrium geometry, computed with ωB97M-V/def2-TZVPD.

CARTESIAN COORDINATES (ANGSTROEM)
C  -1.08  2.44  -0.16
C  -0.48  0.99  0.06
C  0.47  1.09  1.22
C  1.39  0.09  1.45
C  1.51  -1.00  0.57
C  0.59  -1.06  -0.60
C  0.25  0.36  -1.06
O  -0.27  0.49  -2.25
C  0.94  -2.05  -1.71
O  -0.66  -1.49  -0.34
O  -1.44  0.11  0.67
O  0.65  2.29  1.80
H  -1.93  2.40  -0.86
H  -1.42  2.95  0.77
H  -0.24  3.04  -0.60
H  2.22  0.19  2.17
H  2.05  -1.94  0.76
H  -2.31  0.12  0.26
H  -0.65  1.37  -2.53
H  1.86  -1.82  -2.24
H  1.05  -3.03  -1.26
H  0.12  -2.15  -2.43
H  1.26  2.22  2.55

Properties
Spin multiplicity: 2
HOMO-LUMO gap (spin up / spin down) (eV): 5.87 / 6.34
<S²>: 0.7872
Highest occupied orbital energy (spin up / spin down) (eV): -6.690 / -7.134

=====

Entry 4:
An isolated molecule of C8H12 in a non-equilibrium geometry, computed with ωB97M-V/def2-TZVPD.

CARTESIAN COORDINATES (ANGSTROEM)
C  1.85  1.06  1.34
C  0.55  1.25  1.40
C  -0.24  0.57  0.29
C  -1.35  -0.38  0.74
C  -0.82  -1.59  -0.09
C  -0.11  -1.19  -1.43
C  0.53  0.12  -1.02
C  -0.38  1.33  -1.06
H  2.53  1.16  2.20
H  2.36  0.72  0.44
H  0.05  1.54  2.32
H  -1.49  -0.59  1.80
H  -2.37  -0.09  0.44
H  0.00  -2.00  0.59
H  -1.46  -2.52  -0.08
H  0.65  -1.91  -1.78
H  -0.74  -1.18  -2.34
H  1.60  0.27  -1.16
H  0.16  2.31  -1.10
H  -1.35  1.13  -1.51

Properties
HOMO-LUMO gap (eV): 9.83
Highest occupied orbital energy (eV): -8.703

=====

The calculation returns the following ΔE to the lowest compared entry with this formula, charge and spin values, one per record and in order: 249.7 256.5 269.2 151.4 kJ/mol.